This record from OMol25 describes a 2-piece molecular cluster, C2H5N3O overall in a non-equilibrium geometry. The level of theory is ωB97M-V/def2-TZVPD.

Element x y z (Å)
C (1.366, -1.622, 0.901)
C (1.563, -0.054, -0.771)
N (0.795, -2.162, 1.766)
N (0.350, 0.496, -0.782)
N (2.042, -0.981, -0.018)
O (-1.479, -0.044, 1.265)
H (2.350, 0.278, -1.392)
H (-0.276, -0.011, -0.179)
H (0.024, 0.948, -1.683)
H (-2.183, -0.096, 2.005)
H (-0.760, -0.537, 1.691)

Properties
* SMILES: N#C/N=C\N.O
* energy above the lowest of the compared OMol25 structures with the same formula, charge and spin: 34.2 kcal/mol
* frontier orbital gap: 10.44 eV
* HOMO: -9.85 eV
* F_max: 2.97 eV Å⁻¹
* lowest unoccupied orbital energy: 0.6 eV

Results of the Löwdin charge analysis, in e, for atoms 1 through 2: C -0.368; C -0.256